Record 1
A structure of composition C40H113N7O13 in a non-equilibrium geometry. Source: the Open Molecules 2025 dataset; level of theory: the ωB97M-V functional and the def2-TZVPD basis.

The gap between HOMO and LUMO is 6.2 eV. The calculation puts the energy at -80303.825 eV. As for the charge: 0. Its energy relative to the best compared isomer or geometry (same formula, charge and spin) is 5087.1 kJ/mol. As for the LUMO energy: 0.133 eV.

Atoms and positions in Å:
C1 0.76113 0.27541 -0.76310
C2 -0.48813 0.63949 0.08508
O1 -0.57476 -0.29979 1.12765
H1 0.60975 -0.65999 -1.30181
H2 1.61681 0.07517 -0.11825
H3 0.89397 1.07778 -1.48881
H4 -1.37034 0.61182 -0.55447
H5 -0.32116 1.61439 0.54309
H6 0.02636 0.07419 1.77603
C3 0.77533 -2.03975 2.73271
C4 1.39609 -2.25952 4.09734
O2 2.46640 -1.41757 4.23641
H7 1.56849 -1.76205 2.03854
H8 0.09309 -1.19226 2.66618
H9 0.35781 -2.97844 2.36858
H10 1.65484 -3.31162 4.21659
H11 0.67020 -2.15797 4.90411
H12 2.34157 -1.01988 5.10120
C5 3.68905 -1.67774 -3.03292
C6 3.62294 -0.14742 -2.79792
O3 2.56687 0.02518 -1.88223
H13 2.69754 -1.86919 -3.44323
H14 3.85949 -2.26172 -2.12848
H15 4.48431 -1.93590 -3.73222
H16 3.52827 0.42400 -3.72129
H17 4.55920 0.08787 -2.29180
H18 1.83574 0.02895 -2.50435
C7 0.30171 -3.72645 -3.16510
C8 -0.51271 -2.84669 -2.25554
O4 -0.71833 -1.56803 -2.81159
H19 -0.28170 -3.91932 -4.06541
H20 0.54749 -4.67588 -2.68942
H21 1.24698 -3.29436 -3.49352
H22 -0.02156 -2.82428 -1.28272
H23 -1.48174 -3.30302 -2.05344
H24 -1.36545 -1.13167 -2.25263
C9 -0.78339 -2.61406 0.67817
C10 -1.96927 -3.53630 0.36805
O5 -3.13880 -2.83948 0.35017
H25 -1.00343 -2.13824 1.63383
H26 -0.82965 -1.85208 -0.09988
H27 0.18096 -3.11435 0.76673
H28 -2.14560 -4.26462 1.15961
H29 -1.92237 -4.11536 -0.55423
H30 -3.86059 -3.46041 0.22743
C11 -3.13856 3.33533 -1.26819
C12 -2.90434 2.27960 -0.16474
O6 -3.51774 1.12635 -0.54396
H31 -4.21522 3.47919 -1.35875
H32 -2.77434 3.06152 -2.25838
H33 -2.67894 4.25709 -0.91153
H34 -3.21305 2.51826 0.85302
H35 -1.83323 2.08395 -0.11439
H36 -3.20522 0.40966 0.01307
C13 -2.82595 -1.55700 -3.56894
C14 -3.06177 -0.86579 -2.22475
C15 -4.44524 -1.18655 -1.60116
O7 -5.43289 -0.65117 -2.50198
C16 -6.81558 -1.25815 -2.54010
N1 -2.01444 -1.34667 -1.37621
H37 -3.54681 -1.51907 -4.38565
H38 -2.64064 -2.61867 -3.40573
H39 -1.86755 -1.22729 -3.97000
H40 -3.01311 0.22059 -2.29896
H41 -4.47017 -0.76496 -0.59630
H42 -4.55551 -2.26096 -1.45433
H43 -7.40803 -0.74349 -3.29657
H44 -7.22704 -1.21858 -1.53152
H45 -6.80296 -2.34475 -2.62518
H46 -2.09709 -0.80547 -0.52747
H47 -2.31557 -2.23963 -1.01281
C17 4.86482 -4.48132 -0.25204
C18 4.43261 -3.69173 1.04089
C19 2.98374 -3.15772 0.92899
O8 2.83426 -2.49501 -0.31636
C20 1.47591 -2.10359 -0.55329
N2 4.53852 -4.64430 2.14485
H48 4.89905 -3.76576 -1.07357
H49 4.08245 -5.15866 -0.59441
H50 5.83240 -4.96675 -0.12455
H51 5.03158 -2.79205 1.18195
H52 2.77333 -2.43522 1.71756
H53 2.18703 -3.86828 1.14911
H54 1.03595 -1.39974 0.15320
H55 0.90842 -3.02979 -0.46272
H56 1.35330 -1.77081 -1.58397
H57 3.99796 -5.45522 1.87971
H58 5.47181 -4.97933 2.33678
C21 -4.69875 -0.14247 1.33771
C22 -3.20617 0.09169 1.50180
C23 -2.61354 -0.42839 2.85737
O9 -3.25543 0.24293 3.91642
C24 -2.39078 0.80389 4.87968
N3 -2.62253 -0.52191 0.33985
H59 -4.78764 -1.22816 1.29917
H60 -5.04210 0.23874 0.37600
H61 -5.24498 0.21151 2.21203
H62 -2.96373 1.12713 1.26264
H63 -1.52567 -0.47785 2.81055
H64 -2.92542 -1.47195 2.81491
H65 -1.86541 1.66271 4.46196
H66 -1.60241 0.15322 5.25810
H67 -2.91949 1.29010 5.69954
H68 -1.61768 -0.43610 0.39461
H69 -2.84604 -1.50651 0.36612
C25 4.75187 -0.64427 1.73075
C26 3.83424 -0.35578 0.57006
C27 3.73698 1.18865 0.19925
O10 2.91164 1.83561 1.20200
C28 2.54268 3.14662 0.84936
N4 4.18227 -1.14454 -0.56795
H70 4.72607 -1.70115 1.99619
H71 4.56535 0.01019 2.58221
H72 5.77850 -0.44317 1.42471
H73 2.78039 -0.56702 0.75142
H74 3.29773 1.35434 -0.78446
H75 4.75471 1.57620 0.24533
H76 1.83673 3.52324 1.58956
H77 2.12281 3.19732 -0.15525
H78 3.44352 3.74395 0.98990
H79 3.83142 -2.08940 -0.50271
H80 3.59766 -0.79019 -1.31144
C29 0.22058 3.97384 -1.02824
C30 0.17814 4.91478 0.11611
C31 -0.89408 4.71580 1.21866
O11 -2.20087 5.05895 0.67757
C32 -3.19300 4.97498 1.65890
N5 1.46214 4.81137 0.74206
H81 0.53362 2.96579 -0.75631
H82 0.99324 4.26333 -1.74049
H83 -0.70327 3.87396 -1.59799
H84 -0.01210 5.90339 -0.30168
H85 -0.72898 5.37104 2.07394
H86 -0.73235 3.74782 1.69296
H87 -4.04393 5.33581 1.08112
H88 -3.15300 5.72663 2.44726
H89 -3.26329 3.99756 2.13620
H90 1.50651 5.59316 1.37996
H91 2.18098 5.00444 0.05936
C33 1.60497 1.77765 -3.96418
C34 0.63886 0.66974 -3.47927
C35 -0.51169 0.55677 -4.54568
O12 -1.53402 1.58746 -4.40696
C36 -2.49853 1.31182 -3.45435
N6 1.32069 -0.60693 -3.32218
H92 2.29274 1.92729 -3.13191
H93 1.04070 2.66728 -4.24397
H94 2.20001 1.47964 -4.82743
H95 0.12824 0.88651 -2.54098
H96 -0.96891 -0.43243 -4.56913
H97 -0.11031 0.68252 -5.55125
H98 -2.03916 1.10654 -2.48743
H99 -3.06290 0.40745 -3.68171
H100 -3.16376 2.16778 -3.34078
H101 0.60753 -1.29273 -3.11930
H102 1.72152 -0.98842 -4.16710
C37 2.79944 1.25665 3.53835
C38 1.37895 0.91687 3.00700
C39 0.40199 2.09329 2.80168
O13 -0.03307 2.67053 4.07567
C40 -0.84738 3.78913 3.82972
N7 1.60655 0.10184 1.80622
H103 3.22201 2.06253 2.93827
H104 3.45447 0.38597 3.50724
H105 2.67446 1.58836 4.56910
H106 0.87875 0.26918 3.72700
H107 -0.45069 1.73635 2.22408
H108 0.91984 2.79445 2.14723
H109 -0.20347 4.48721 3.29479
H110 -1.13881 4.15041 4.81594
H111 -1.73898 3.63564 3.22176
H112 2.36385 0.52787 1.29134
H113 2.08336 -0.74287 2.08763

Atoms 1-6, force components in eV/Å:
C -2.528 2.043 1.442
C 4.660 0.916 -1.753
O 0.699 2.246 0.081
H -1.175 2.283 0.111
H -1.226 1.231 -1.119
H 0.528 0.094 2.004

---

Record 2
A cluster of 15 separate species, C40H115N5O25 in total in a non-equilibrium geometry. Source: the Open Molecules 2025 dataset; level of theory: the ωB97M-V functional and the def2-TZVPD basis.

The gap between HOMO and LUMO is 9.0 eV. The calculation puts the energy at -101967.835 eV. As for the charge: 0. Its energy relative to the best compared isomer or geometry (same formula, charge and spin) is 711.4 kJ/mol. As for the LUMO energy: -0.242 eV.

Atoms and positions in Å:
C1 -23.72518 -3.08444 10.35308
C2 -23.38141 -4.49245 10.89496
C3 -22.12074 -5.28259 10.41351
O1 -22.30643 -5.80889 8.98714
C4 -21.28517 -6.58235 8.48292
N1 -23.62537 -4.57111 12.31275
H1 -23.97526 -3.22341 9.30130
H2 -22.89150 -2.38383 10.40038
H3 -24.53775 -2.44421 10.69649
H4 -24.16389 -5.06197 10.39349
H5 -21.92392 -6.20607 10.95806
H6 -21.25387 -4.64827 10.59868
H7 -21.31290 -6.52652 7.39470
H8 -21.20746 -7.60854 8.84208
H9 -20.39209 -5.98642 8.67100
H10 -24.41343 -3.94075 12.35406
H11 -23.81516 -5.47661 12.71791
C5 -17.83047 1.39055 17.16762
C6 -17.38908 1.38194 18.69192
C7 -18.32925 0.40486 19.47562
O2 -19.65048 0.78648 19.23473
C8 -20.53245 -0.24766 19.62180
N2 -16.01099 0.99404 18.74926
H12 -17.41232 0.61408 16.52703
H13 -17.54522 2.37605 16.79948
H14 -18.86100 1.34209 16.81584
H15 -17.51159 2.37235 19.13029
H16 -18.17082 0.32883 20.55136
H17 -18.17044 -0.61219 19.11716
H18 -20.61050 -1.00587 18.84262
H19 -21.48233 0.24532 19.82873
H20 -20.20086 -0.63470 20.58531
H21 -15.41287 1.76770 18.49667
H22 -16.03188 0.29051 18.02489
C9 -20.28076 1.38594 8.35100
C10 -21.66345 0.77047 8.43617
C11 -21.89203 -0.23477 7.18337
O3 -22.00088 0.51584 5.94947
C12 -22.42867 -0.10394 4.68382
N3 -21.70154 0.01961 9.74473
H23 -19.62689 0.52473 8.21364
H24 -19.89380 2.02950 9.14106
H25 -20.16683 1.94818 7.42417
H26 -22.47004 1.49602 8.54142
H27 -22.68758 -0.94886 7.39616
H28 -20.91465 -0.71712 7.19596
H29 -22.50640 0.63382 3.88522
H30 -23.39107 -0.48308 5.02754
H31 -21.67700 -0.83798 4.39349
H32 -21.68507 0.60642 10.56660
H33 -20.85023 -0.51075 9.86344
C13 -16.08362 -4.15415 7.87730
C14 -16.42227 -4.76326 6.62140
C15 -17.63758 -4.12539 5.79714
O4 -18.81468 -4.43184 6.58845
C16 -19.89985 -3.50347 6.35735
N4 -15.28216 -4.63561 5.68821
H34 -15.08040 -4.32692 8.26692
H35 -16.74008 -4.45146 8.69508
H36 -16.07088 -3.06603 7.81461
H37 -16.54697 -5.81304 6.88696
H38 -17.77093 -4.62205 4.83608
H39 -17.64280 -3.03544 5.80609
H40 -19.71551 -2.48826 6.70872
H41 -20.81152 -4.04506 6.60963
H42 -20.19633 -3.31169 5.32613
H43 -14.38829 -4.93978 6.04681
H44 -15.18871 -3.64528 5.51328
C17 -15.86030 -5.28709 23.76091
C18 -16.68963 -4.38268 22.85837
C19 -16.76604 -4.65869 21.34036
O5 -17.25112 -3.50421 20.68099
C20 -16.51437 -3.09938 19.55054
N5 -18.12164 -4.43185 23.31286
H45 -14.80861 -5.30235 23.47487
H46 -16.31815 -6.27400 23.69391
H47 -15.87541 -5.04192 24.82287
H48 -16.42425 -3.36280 23.13683
H49 -17.19801 -5.65200 21.21853
H50 -15.79188 -4.94787 20.94604
H51 -16.96333 -2.19506 19.13975
H52 -16.42754 -3.79988 18.71997
H53 -15.51898 -2.78588 19.86522
H54 -18.67271 -4.02974 22.56805
H55 -18.24009 -5.43092 23.22380
C21 -18.00833 -8.05058 17.56255
C22 -19.15354 -7.93547 16.54899
O6 -19.13409 -8.96195 15.57685
O7 -17.81433 -9.38555 17.93475
H56 -18.06684 -7.32358 18.37258
H57 -17.05637 -7.70205 17.16206
H58 -19.16696 -7.00670 15.97863
H59 -20.12630 -8.20573 16.95983
H60 -18.33547 -9.31615 15.17892
H61 -18.64915 -9.60943 18.35256
C23 -11.39072 -5.79479 13.31154
C24 -12.08266 -5.60710 11.87457
O8 -13.29703 -5.00987 12.17556
O9 -10.00456 -5.74008 13.24115
H62 -11.70059 -6.75562 13.72248
H63 -11.83034 -5.11760 14.04383
H64 -12.34131 -6.58778 11.47523
H65 -11.50667 -4.99504 11.18051
H66 -13.77146 -5.64202 12.72044
H67 -9.57883 -6.15836 13.99307
C25 -11.27402 -1.59994 13.10181
C26 -10.87991 -2.20802 11.74719
O10 -9.76781 -3.10338 11.93786
O11 -11.95445 -2.46447 13.98164
H68 -11.99556 -0.78535 13.03927
H69 -10.40185 -1.10984 13.53449
H70 -10.61994 -1.34312 11.13690
H71 -11.71799 -2.56741 11.15006
H72 -9.88648 -3.62794 12.73306
H73 -12.86887 -2.42186 13.69246
C27 -21.88697 -4.41833 15.62800
C28 -23.18121 -3.65796 15.65437
O12 -24.27914 -4.53123 15.82080
O13 -21.81046 -5.42344 14.52957
H74 -21.77254 -4.73308 16.66527
H75 -21.14223 -3.66168 15.38113
H76 -23.34958 -2.95459 14.83888
H77 -23.24360 -2.94639 16.47770
H78 -24.19866 -5.45677 15.57895
H79 -22.10025 -5.01992 13.70812
C29 -13.66172 -4.69449 17.14738
C30 -14.58899 -4.90408 15.93154
O14 -14.03755 -5.96826 15.18849
O15 -13.63057 -5.74517 18.05101
H80 -14.24701 -3.92129 17.64507
H81 -12.63619 -4.36173 16.98718
H82 -14.73283 -3.96143 15.40350
H83 -15.57651 -5.22640 16.26173
H84 -13.88060 -6.71577 15.77003
H85 -13.31762 -6.53992 17.61280
C31 -18.22955 -4.84309 13.25171
C32 -18.66679 -3.40710 13.08354
O16 -17.52697 -2.54077 12.75840
O17 -17.53433 -5.32316 12.08056
H86 -19.05075 -5.55694 13.31612
H87 -17.64833 -4.90157 14.17196
H88 -19.12976 -3.03193 13.99624
H89 -19.48239 -3.26151 12.37523
H90 -16.77038 -3.06464 12.48504
H91 -17.71767 -6.25496 11.94008
C33 -22.47254 -9.16104 14.87171
C34 -23.05963 -10.35327 14.12324
O18 -23.78237 -10.01650 12.95923
O19 -23.21689 -7.99541 14.47933
H92 -21.39261 -9.02154 14.92059
H93 -22.72386 -9.33591 15.91783
H94 -23.75290 -10.86601 14.79001
H95 -22.28147 -11.01136 13.73661
H96 -24.08531 -9.13671 13.19545
H97 -22.73089 -7.19052 14.67315
C35 -15.79285 0.54244 13.51825
C36 -14.55160 0.49504 14.55562
O20 -14.70727 1.51666 15.56895
O21 -15.50172 1.61505 12.67846
H98 -16.73360 0.80983 13.99949
H99 -15.98639 -0.45217 13.11651
H100 -13.56787 0.66203 14.11688
H101 -14.43102 -0.43339 15.11382
H102 -14.04740 1.58569 16.26279
H103 -16.12359 2.31508 12.89020
C37 -14.53970 -2.55521 10.75899
C38 -15.12273 -1.22463 10.33945
O22 -14.16717 -0.10415 10.21151
O23 -14.34946 -2.60110 12.14774
H104 -13.61815 -2.84992 10.25699
H105 -15.20869 -3.34969 10.42831
H106 -15.81644 -0.84379 11.08900
H107 -15.66845 -1.18352 9.39679
H108 -14.32344 0.29943 11.06842
H109 -14.17852 -3.52751 12.33254
C39 -16.92842 -8.73903 11.86104
C40 -16.23222 -9.16796 13.20137
O24 -17.12640 -9.89491 13.95382
O25 -18.13609 -7.94276 12.09750
H110 -17.10895 -9.55636 11.16285
H111 -16.26946 -8.06393 11.31504
H112 -15.93590 -8.28729 13.77120
H113 -15.29473 -9.70550 13.05904
H114 -17.31228 -10.66826 13.41625
H115 -18.92232 -8.46173 12.28218

Atoms 1-6, force components in eV/Å:
C 1.806 0.329 -1.066
C -1.624 -1.867 -1.817
C -0.278 -0.235 -1.429
O -1.813 2.056 2.554
C 1.649 1.283 -0.343
N 0.919 1.203 0.600